Here is a 2-piece molecular cluster, C3H5O2S2 overall from the OMol25 dataset. Energies are from ωB97M-V/def2-TZVPD.

As for the relative energy (zero: lowest compared OMol25 entry of this formula, charge and spin): 3.6063 eV. The value obtained for the HOMO-LUMO gap is 7.02 eV. Its total charge is -1.

Each line ends with the Mulliken charge.
Cartesian coordinates (Å):
C (0.91826, -0.30240, -0.01024)  0.0820
C (1.39391, -1.37206, -0.36082)  -0.3925
C (0.72207, 1.03388, 0.51497)  -0.5877
O (4.43280, -0.95125, 1.40392)  -0.5270
O (5.20353, -0.99260, -1.05754)  -0.6362
S (3.91211, 1.62452, -0.12953)  -0.5343
S (4.13645, -0.69343, -0.00047)  0.5754
H (4.73314, 1.52258, -1.33526)  0.1438
H (1.18016, -2.36708, -0.83258)  0.3195
H (0.03259, 0.90757, 1.29502)  0.2680
H (1.80814, 1.30278, 0.81483)  -0.0081
H (0.37968, 1.70157, -0.17025)  0.2972

Cartesian forces (eV/Å) of the 2 atoms listed first:
0.73 -1.38 -0.91
-2.63 -0.60 -0.71


Here is a 2-piece molecular cluster, C3H5O2S2 overall from the OMol25 dataset. Energies are from ωB97M-V/def2-TZVPD.

As for the relative energy (zero: lowest compared OMol25 entry of this formula, charge and spin): 2.8104 eV. The value obtained for the HOMO-LUMO gap is 6.09 eV. Its total charge is -1.

Each line ends with the Mulliken charge.
Cartesian coordinates (Å):
C (-0.55901, 0.62660, -0.17519)  -0.4199
C (-1.53827, -0.06348, -1.25522)  0.4451
O (-1.72129, 0.70015, -2.24630)  -0.7285
O (-1.98846, -1.17262, -0.95019)  -0.6907
C (0.64865, -0.29447, -0.06017)  -0.7131
S (1.81175, 0.34676, 1.25679)  0.0373
S (3.04663, -1.15717, 1.73040)  -0.3841
H (-0.28612, 1.57246, -0.58761)  0.2505
H (-1.05897, 0.63121, 0.84302)  0.2947
H (0.28375, -1.30674, 0.08507)  0.4175
H (1.31448, -0.18814, -0.95381)  0.3885
H (0.04686, 0.30545, 2.31322)  0.1027

Cartesian forces (eV/Å) of the 2 atoms listed first:
-0.28 -1.81 0.26
0.07 1.94 -0.14


Here is a 2-piece molecular cluster, C3H5O3 overall from the OMol25 dataset. Energies are from ωB97M-V/def2-TZVPD.

As for the relative energy (zero: lowest compared OMol25 entry of this formula, charge and spin): 0.8380 eV. The value obtained for the HOMO-LUMO gap is 7.61 eV. Its total charge is -1.

Each line ends with the Mulliken charge.
Cartesian coordinates (Å):
O (0.78279, -1.42167, 2.07510)  -0.6652
C (0.67181, -2.18488, 1.09528)  -0.0691
O (0.12850, -1.98290, -0.01052)  -0.6454
H (1.05527, -3.22829, 1.25772)  0.3747
C (-0.49195, 1.27135, 0.40550)  -0.7582
C (-0.26318, 1.03768, -0.87022)  0.1817
O (-0.53353, 2.00767, -1.82641)  -0.5231
H (-0.24600, 0.50938, 1.12806)  0.2905
H (-0.90128, 2.24026, 0.67216)  0.2455
H (0.15807, 0.11410, -1.23251)  0.2461
H (-0.36048, 1.63731, -2.69416)  0.3226

Cartesian forces (eV/Å) of the 2 atoms listed first:
0.15 0.14 0.02
-0.49 -0.11 0.21


Here is an isolated ion of composition C3H5O3 and charge -1 from the OMol25 dataset. Energies are from ωB97M-V/def2-TZVPD.

Its SMILES is O=C([O-])CCO. As for the relative energy (zero: lowest compared OMol25 entry of this formula, charge and spin): 0.8758 eV. The value obtained for the HOMO-LUMO gap is 7.80 eV. Its total charge is -1.

Each line ends with the Mulliken charge.
Cartesian coordinates (Å):
O (1.50666, -0.90074, 1.23526)  -0.6734
C (1.62087, 0.13859, 0.61544)  0.4800
O (2.44155, 1.04795, 0.46476)  -0.7231
C (0.26707, 0.37471, -0.14481)  -0.6611
C (-0.93100, -0.43231, 0.19171)  0.0191
O (-1.93906, -0.52468, -0.74801)  -0.5051
H (0.19777, 1.45383, -0.19398)  0.2755
H (0.31243, 0.16282, -1.35716)  0.1046
H (-1.34943, -0.00978, 1.10942)  0.1823
H (-0.39191, -1.37350, 0.31222)  0.2249
H (-1.73496, 0.06311, -1.48485)  0.2763

Cartesian forces (eV/Å) of the 2 atoms listed first:
1.81 -2.09 2.09
-2.55 0.95 -1.92


Here is an isolated ion of composition C3H5O3 and charge -1 from the OMol25 dataset. Energies are from ωB97M-V/def2-TZVPD.

Its SMILES is O=CCOC[O-]. As for the relative energy (zero: lowest compared OMol25 entry of this formula, charge and spin): 2.4804 eV. The value obtained for the HOMO-LUMO gap is 6.65 eV. Its total charge is -1.

Each line ends with the Mulliken charge.
Cartesian coordinates (Å):
O (0.75101, 2.04176, 0.51336)  -0.4703
C (-0.17177, 1.39306, 0.94748)  0.0316
C (-0.83662, 0.23982, 0.23723)  -0.4235
O (-0.38195, -0.02293, -1.02783)  -0.3520
C (0.75525, -1.07269, -0.94589)  -0.1457
O (1.25658, -1.26922, -2.14056)  -0.8008
H (-0.56565, 1.57761, 1.97440)  0.3224
H (-0.57165, -0.68728, 0.88812)  0.2756
H (-1.92332, 0.44332, 0.24557)  0.3131
H (0.19425, -1.94751, -0.50508)  0.1219
H (1.49386, -0.69596, -0.18681)  0.1277

Cartesian forces (eV/Å) of the 2 atoms listed first:
-0.56 -0.06 0.42
0.76 0.01 -0.38


Here is an isolated ion of composition C3H5O3 and charge +1 from the OMol25 dataset. Energies are from ωB97M-V/def2-TZVPD.

As for the relative energy (zero: lowest compared OMol25 entry of this formula, charge and spin): 7.6675 eV. The value obtained for the HOMO-LUMO gap (spin up / spin down) is 8.18 / 9.49 eV. Its total charge is +1.

Each line ends with the Mulliken charge.
Cartesian coordinates (Å):
C (0.07613, -0.38825, 0.04873)  0.1222
C (-0.08006, 0.96030, -0.11256)  0.0502
C (-1.13867, -1.22286, -0.25189)  -1.0628
O (0.73373, 1.91804, 0.17341)  -0.0870
O (2.02108, 1.91899, 0.61919)  0.3130
O (2.60816, 0.86520, 0.61695)  -0.1586
H (0.94010, -0.90903, 0.34838)  0.4462
H (-1.04461, 1.25574, -0.35539)  0.3240
H (-1.96408, -0.55757, -0.49228)  0.3626
H (-1.28349, -1.86629, 0.55677)  0.3579
H (-0.86830, -1.97426, -1.15131)  0.3323

Cartesian forces (eV/Å) of the 2 atoms listed first:
-1.61 -1.87 -0.85
2.07 -1.13 1.14


Here is one molecule with the formula C3H5O3P from the OMol25 dataset. Energies are from ωB97M-V/def2-TZVPD.

As for the relative energy (zero: lowest compared OMol25 entry of this formula, charge and spin): 2.9747 eV. The value obtained for the HOMO-LUMO gap is 9.11 eV.

Each line ends with the Mulliken charge.
Cartesian coordinates (Å):
C (-0.90519, -1.83519, 0.39700)  -0.6858
C (-1.09420, -0.49265, 0.09855)  -0.4361
C (0.14937, 0.35132, -0.02300)  0.9769
O (2.17185, 1.56975, -1.40897)  -0.5380
O (0.05114, 1.81306, 0.47661)  -0.5306
O (1.24204, -0.25638, 0.54140)  -0.5732
P (0.69604, 1.42476, -1.48255)  0.1834
H (-1.62208, -2.61207, 0.27040)  0.3158
H (0.19229, -2.01630, 0.57406)  0.2026
H (-2.05388, -0.15031, -0.19390)  0.3133
H (-0.97770, 2.03032, 0.57813)  0.3617
H (2.15032, 0.17369, 0.17228)  0.4099

Cartesian forces (eV/Å) of the 2 atoms listed first:
2.04 3.59 -0.88
1.55 -3.12 0.58


Here is a 2-piece molecular cluster, C3H5O3S2 overall from the OMol25 dataset. Energies are from ωB97M-V/def2-TZVPD.

As for the spin multiplicity: 3. As for the relative energy (zero: lowest compared OMol25 entry of this formula, charge and spin): 0.0000 eV. As for the expectation value of S²: 2.0132. The value obtained for the HOMO-LUMO gap (spin up / spin down) is 5.27 / 6.46 eV. Its total charge is -1.

Each line ends with the Mulliken spin population.
Cartesian coordinates (Å):
C (1.75628, -0.51855, -0.30640)  0.0663
C (1.20340, -0.23414, 0.95139)  0.6354
C (-1.88694, 0.07668, -0.90011)  0.6359
O (1.99044, 0.60974, -1.09095)  0.0214
O (2.06767, -1.62718, -0.73888)  0.2010
O (0.84353, 1.04017, 1.29545)  0.0288
S (-1.75143, 1.47226, -0.03338)  0.2106
S (-2.56539, -1.41168, -0.25436)  0.1087
H (0.90654, -1.04199, 1.60924)  0.0344
H (-1.57983, -0.01196, -1.92940)  -0.0060
H (-0.07031, 1.27333, 0.93308)  0.0586
H (1.72208, 1.36587, -0.54795)  -0.0004
H (-2.63604, -0.99255, 1.01226)  0.0053

Cartesian forces (eV/Å) of the 2 atoms listed first:
1.28 0.01 -2.40
-1.38 1.00 1.51


Here is C3H5O3Tl as an isolated structure from the OMol25 dataset. Energies are from ωB97M-V/def2-TZVPD.

As for the spin multiplicity: 2. As for the relative energy (zero: lowest compared OMol25 entry of this formula, charge and spin): 2.7015 eV. As for the expectation value of S²: 0.7553. The value obtained for the HOMO-LUMO gap (spin up / spin down) is 8.84 / 7.86 eV. Its total charge is +1.

Each line ends with the Mulliken spin population.
Cartesian coordinates (Å):
H (-1.51074, 0.69439, -1.58848)  0.0430
C (-1.69061, 0.78057, -0.50794)  -0.0485
C (-0.67743, 1.61652, 0.20580)  0.8144
O (0.64362, 1.28136, -0.02417)  0.0055
C (0.91478, 0.03331, -0.35568)  0.0814
O (2.14546, -0.24818, -0.02175)  0.0206
H (-2.69386, 1.16471, -0.29118)  0.0093
H (-1.48084, -0.12279, 1.16559)  -0.0079
H (-0.80342, 2.68634, 0.35480)  0.0382
H (2.24381, -0.58318, 0.87702)  0.0030
Tl (-0.31760, -2.12141, -0.59217)  0.0077
O (-1.53140, -0.48953, 0.15773)  0.0333

Cartesian forces (eV/Å) of the 2 atoms listed first:
-0.03 -0.16 0.30
0.19 0.81 0.91


Here is C3H5O3Yb as an isolated structure from the OMol25 dataset. Energies are from ωB97M-V/def2-TZVPD.

As for the relative energy (zero: lowest compared OMol25 entry of this formula, charge and spin): 0.0000 eV. The value obtained for the HOMO-LUMO gap is 10.12 eV. Its total charge is +3.

Each line ends with the Mulliken charge.
Cartesian coordinates (Å):
O (-0.58939, 0.19036, 0.11735)  -0.2539
C (0.23653, -0.76966, 0.28579)  0.3174
C (-0.02685, -1.79607, 1.24978)  -0.9276
H (1.19305, -0.69059, -0.24805)  0.3863
H (-0.95518, -1.65925, 1.80779)  0.3167
H (0.86701, -1.86382, 1.89812)  0.3718
H (-0.00237, -2.74936, 0.68486)  0.3760
O (-1.16948, 2.20896, -0.48775)  -0.3182
C (-0.14376, 1.48762, -0.52650)  0.8188
O (0.74859, 1.44666, -1.33148)  -0.4462
Yb (1.83472, 2.62078, -3.17406)  1.8506
H (-1.99286, 1.57437, -0.27586)  0.5082

Cartesian forces (eV/Å) of the 2 atoms listed first:
1.05 1.19 0.33
0.75 0.05 0.85


E (computed, eV): -28955.8057; -28956.6015; -9335.0646; -9335.0269; -9333.4222; -9317.8756; -18621.2045; -31004.3050; -14016.2336; -40830.6305